DFT (ωB97M-V with the def2-TZVPD basis set) results for 15 unconnected molecules or ions with the total composition C60H90O45 in a non-equilibrium geometry.

Element x y z (Å)
C (-4.084, 3.427, -2.984)
C (-2.853, 2.878, -3.591)
C (-1.579, 2.661, -2.821)
O (-1.087, 1.385, -3.129)
C (-1.977, 0.724, -3.958)
O (-1.775, -0.343, -4.444)
O (-3.068, 1.603, -4.190)
H (-4.907, 2.996, -3.555)
H (-4.272, 4.477, -2.762)
H (-4.357, 3.010, -2.015)
H (-2.482, 3.360, -4.496)
H (-1.682, 2.791, -1.744)
H (-0.772, 3.278, -3.217)
C (6.694, -1.907, -1.749)
C (8.063, -2.355, -2.492)
C (7.833, -2.700, -3.907)
O (8.890, -1.944, -4.575)
C (9.476, -1.134, -3.744)
O (10.448, -0.525, -4.151)
O (8.949, -1.276, -2.459)
H (5.866, -2.615, -1.745)
H (6.179, -1.137, -2.322)
H (6.801, -1.601, -0.708)
H (8.439, -3.227, -1.957)
H (6.915, -2.178, -4.178)
H (7.950, -3.769, -4.085)
C (1.449, 0.113, -0.321)
C (0.023, 0.609, -0.155)
C (-0.433, 0.391, 1.210)
O (-1.169, 1.469, 1.502)
C (-0.936, 2.501, 0.588)
O (-1.446, 3.632, 0.617)
O (-0.143, 2.010, -0.275)
H (2.093, 0.797, 0.233)
H (1.628, 0.132, -1.396)
H (1.498, -0.920, 0.023)
H (-0.732, 0.367, -0.903)
H (0.494, 0.441, 1.781)
H (-0.950, -0.566, 1.283)
C (1.497, 5.394, 0.432)
C (2.604, 4.855, -0.504)
C (3.543, 3.609, -0.278)
O (3.596, 2.833, -1.420)
C (2.628, 3.232, -2.190)
O (2.437, 2.729, -3.280)
O (2.003, 4.397, -1.675)
H (1.492, 6.426, 0.782)
H (1.262, 4.717, 1.252)
H (0.650, 5.463, -0.251)
H (3.165, 5.752, -0.765)
H (3.205, 2.978, 0.545)
H (4.522, 4.032, -0.057)
C (-5.227, 0.649, 1.724)
C (-5.217, -0.551, 0.794)
C (-4.490, -1.771, 1.358)
O (-5.599, -2.684, 1.692)
C (-6.761, -2.169, 1.382)
O (-7.987, -2.577, 1.512)
O (-6.592, -0.938, 0.785)
H (-6.047, 0.709, 2.440)
H (-5.432, 1.522, 1.104)
H (-4.320, 0.797, 2.311)
H (-4.934, -0.243, -0.212)
H (-3.800, -1.693, 2.198)
H (-3.936, -2.120, 0.487)
C (-3.037, -0.257, 8.691)
C (-3.903, -1.210, 7.873)
C (-5.463, -0.905, 7.865)
O (-5.681, -0.838, 6.483)
C (-4.599, -1.058, 5.731)
O (-4.479, -1.114, 4.466)
O (-3.513, -1.189, 6.496)
H (-3.313, -0.393, 9.736)
H (-2.937, 0.750, 8.287)
H (-2.041, -0.700, 8.689)
H (-3.769, -2.236, 8.216)
H (-5.684, 0.068, 8.304)
H (-5.979, -1.789, 8.239)
C (-0.882, -4.284, -3.322)
C (-1.109, -3.028, -2.638)
C (-2.499, -2.964, -2.030)
O (-2.277, -3.442, -0.707)
C (-1.007, -3.296, -0.379)
O (-0.634, -3.364, 0.774)
O (-0.376, -2.928, -1.500)
H (0.020, -4.203, -3.929)
H (-1.661, -4.692, -3.966)
H (-0.469, -5.101, -2.730)
H (-0.922, -2.350, -3.470)
H (-3.137, -3.676, -2.553)
H (-2.928, -1.964, -2.092)
C (3.414, -4.778, 0.617)
C (4.013, -5.877, -0.346)
C (3.772, -5.653, -1.801)
O (4.939, -6.099, -2.412)
C (5.898, -5.804, -1.664)
O (7.004, -5.478, -2.099)
O (5.458, -5.770, -0.381)
H (3.595, -4.709, 1.690)
H (2.325, -4.796, 0.644)
H (3.707, -3.779, 0.296)
H (3.617, -6.818, 0.036)
H (3.563, -4.608, -2.028)
H (2.972, -6.172, -2.328)
C (4.427, -4.830, -7.708)
C (3.182, -4.330, -6.877)
C (2.801, -5.254, -5.708)
O (2.926, -4.386, -4.589)
C (3.276, -3.150, -4.949)
O (3.407, -2.271, -4.149)
O (3.514, -3.130, -6.237)
H (4.680, -4.137, -8.510)
H (4.317, -5.841, -8.100)
H (5.224, -4.751, -6.969)
H (2.251, -4.068, -7.379)
H (3.546, -6.044, -5.619)
H (1.804, -5.679, -5.820)
C (-5.103, 5.466, 1.397)
C (-4.387, 4.595, 2.487)
C (-3.982, 5.165, 3.848)
O (-4.401, 4.209, 4.716)
C (-5.285, 3.364, 4.163)
O (-6.028, 2.598, 4.766)
O (-5.305, 3.513, 2.863)
H (-6.102, 5.688, 1.772)
H (-5.319, 4.883, 0.502)
H (-4.581, 6.380, 1.114)
H (-3.558, 4.043, 2.046)
H (-4.495, 6.105, 4.049)
H (-2.903, 5.270, 3.735)
C (0.571, 0.392, 6.679)
C (0.093, 0.736, 5.245)
C (-1.342, 1.018, 5.039)
O (-1.359, 2.181, 4.354)
C (-0.129, 2.747, 4.274)
O (0.076, 3.914, 3.905)
O (0.748, 1.936, 4.759)
H (0.175, 1.075, 7.430)
H (1.659, 0.434, 6.727)
H (0.368, -0.631, 6.995)
H (0.354, -0.083, 4.576)
H (-1.915, 1.098, 5.963)
H (-1.888, 0.239, 4.506)
C (-1.164, 0.874, -7.760)
C (-0.147, -0.330, -7.637)
C (0.905, -0.235, -6.527)
O (0.613, -1.567, -6.003)
C (-0.421, -2.227, -6.444)
O (-0.747, -3.367, -6.025)
O (-0.947, -1.503, -7.369)
H (-1.556, 1.246, -6.813)
H (-2.013, 0.557, -8.366)
H (-0.787, 1.795, -8.204)
H (0.274, -0.647, -8.592)
H (0.572, 0.544, -5.841)
H (1.942, -0.011, -6.775)
C (6.047, 0.514, 3.916)
C (4.532, 0.695, 4.220)
C (3.747, 1.406, 3.138)
O (2.800, 0.510, 2.791)
C (2.929, -0.706, 3.427)
O (2.259, -1.710, 3.231)
O (3.967, -0.611, 4.293)
H (6.520, -0.037, 4.729)
H (6.335, 1.563, 3.975)
H (6.494, 0.073, 3.025)
H (4.283, 1.275, 5.109)
H (4.305, 1.761, 2.272)
H (3.177, 2.236, 3.555)
C (-4.522, 6.914, -2.016)
C (-4.003, 7.833, -3.142)
C (-4.893, 9.081, -3.406)
O (-4.182, 10.049, -2.617)
C (-2.932, 9.751, -2.511)
O (-2.112, 10.452, -1.862)
O (-2.812, 8.509, -2.868)
H (-5.375, 6.282, -2.264)
H (-4.913, 7.432, -1.140)
H (-3.713, 6.229, -1.765)
H (-3.856, 7.184, -4.005)
H (-5.940, 8.856, -3.206)
H (-4.821, 9.437, -4.434)
C (-0.813, -3.824, 5.025)
C (0.148, -4.779, 4.264)
C (1.604, -4.655, 4.546)
O (1.993, -6.083, 4.430)
C (0.977, -6.873, 4.811)
O (0.884, -8.050, 4.748)
O (-0.143, -6.121, 4.677)
H (-1.500, -3.472, 4.256)
H (-0.333, -2.893, 5.328)
H (-1.194, -4.321, 5.916)
H (-0.001, -4.799, 3.185)
H (1.868, -4.302, 5.543)
H (2.106, -4.101, 3.753)

Calculated values
Total energy ... -155811.858 eV
HOMO level ... -9.91 eV
HOMO-LUMO gap ... 0.3644 hartree
Energy above the lowest of the compared OMol25 structures with the same formula, charge and spin ... 276.6 kcal per mole

DFT (ωB97M-V with the def2-TZVPD basis set) results for 5 unconnected molecules or ions with the total composition CH14N2O4 in a non-equilibrium geometry.

Element x y z (Å)
N (-1.089, -1.369, -0.743)
C (-1.931, -1.379, -1.898)
N (-1.298, -0.840, -3.134)
H (-1.095, -0.421, -0.395)
H (-0.082, -1.433, -0.861)
H (-2.887, -0.898, -1.740)
H (-2.252, -2.381, -2.234)
H (-0.800, -1.560, -3.640)
H (-0.664, -0.102, -2.870)
O (3.774, 2.217, 5.447)
H (3.210, 1.834, 4.776)
H (4.352, 2.912, 5.137)
O (-2.787, 0.858, -5.816)
H (-3.738, 0.722, -5.850)
H (-2.388, 0.148, -5.287)
O (2.919, -1.040, 6.250)
H (3.785, -0.860, 5.855)
H (2.727, -1.852, 5.761)
O (0.082, 1.531, 0.189)
H (-0.676, 1.815, 0.703)
H (0.838, 2.097, 0.349)

Calculated values
Total energy ... -12433.657 eV
HOMO level ... -9.00 eV
HOMO-LUMO gap ... 0.3395 hartree
Energy above the lowest of the compared OMol25 structures with the same formula, charge and spin ... 32.2 kcal per mole

DFT (ωB97M-V with the def2-TZVPD basis set) results for a molecular structure, C17H26N4O3S in a non-equilibrium geometry.

Element x y z (Å)
O (-4.431, -0.535, 1.680)
C (-5.221, -0.087, 0.902)
N (-5.070, 0.995, -0.030)
C (-3.913, 1.501, -0.329)
C (-3.252, 0.773, -1.693)
C (-3.096, -0.649, -1.367)
N (-2.416, -1.045, -0.055)
C (-1.004, -0.870, -0.265)
N (-0.351, -0.624, -1.365)
C (1.058, -0.724, -1.232)
C (1.673, -0.732, -0.049)
C (0.930, -1.075, 1.013)
C (-0.315, -1.332, 0.975)
H (-0.908, -1.243, 2.009)
H (1.582, -1.388, 1.889)
S (3.436, -0.974, 0.019)
O (3.994, -1.888, -1.167)
O (3.954, -1.349, 1.284)
N (3.906, 0.777, -0.554)
C (4.988, 0.965, -1.120)
C (6.203, 0.924, -0.425)
C (5.946, 2.056, 0.932)
C (4.790, 1.752, 1.618)
C (3.533, 1.631, 0.788)
H (2.700, 1.416, 0.902)
H (3.483, 2.596, 0.182)
H (4.912, 0.478, 2.038)
H (4.653, 2.552, 2.300)
H (6.849, 1.921, 1.554)
H (6.014, 2.919, 0.406)
H (6.375, 0.046, 0.055)
H (7.107, 1.127, -1.052)
H (5.118, 0.165, -1.962)
H (4.884, 1.755, -1.767)
H (1.508, -0.555, -2.146)
H (-2.824, -0.744, 0.677)
H (-2.423, -0.891, -2.444)
H (-3.999, -1.072, -1.142)
H (-2.332, 1.490, -1.644)
H (-3.993, 1.273, -2.336)
H (-3.248, 1.317, 0.733)
H (-4.278, 2.678, -0.206)
C (-6.532, 1.155, -0.714)
H (-6.595, 2.135, -0.852)
C (-7.649, 0.653, 0.051)
H (-8.218, 0.156, -0.486)
C (-6.745, -0.625, 0.939)
H (-7.068, -0.802, 1.947)
H (-6.859, -1.385, 0.277)
H (-8.057, 1.407, 0.866)
H (-6.373, 0.776, -1.783)

Calculated values
Total energy ... -40973.573 eV
HOMO level ... -8.65 eV
HOMO-LUMO gap ... 0.3307 hartree
Energy above the lowest of the compared OMol25 structures with the same formula, charge and spin ... 383.5 kcal per mole

DFT (ωB97M-V with the def2-TZVPD basis set) results for a molecular structure, C30H33N7O5STi in a non-equilibrium geometry.

Element x y z (Å)
Ti (0.549, 0.306, 0.342)
C (3.495, 0.563, 0.701)
C (3.030, 1.916, 0.202)
N (1.578, 1.847, 0.193)
C (1.140, 2.779, -3.066)
C (0.361, 0.398, -3.408)
C (-0.510, -0.079, -4.556)
C (-0.830, -1.371, -4.635)
C (-0.571, -2.271, -3.521)
C (-0.351, -1.729, -2.315)
C (-0.538, -2.435, -1.007)
N (0.457, -2.015, 0.002)
C (1.778, -2.610, -0.280)
C (2.833, -1.805, 0.434)
N (2.599, -0.407, 0.065)
N (-0.049, -0.373, -2.209)
H (3.360, 0.477, 1.781)
H (4.545, 0.366, 0.464)
H (3.391, 2.099, -0.815)
H (3.395, 2.718, 0.846)
H (1.124, 2.685, -0.159)
H (2.161, 2.439, -3.167)
H (0.965, 3.840, -2.936)
H (-0.855, 0.650, -5.277)
H (-1.404, -1.748, -5.473)
H (-0.737, -3.336, -3.611)
H (-0.489, -3.514, -1.179)
H (-1.531, -2.214, -0.612)
H (0.165, -2.361, 0.917)
H (1.940, -2.552, -1.358)
H (1.804, -3.660, 0.017)
H (3.835, -2.131, 0.137)
H (2.752, -1.905, 1.517)
H (2.650, -0.328, -0.975)
O (-2.904, -0.165, -1.748)
C (-2.044, 0.327, -1.060)
N (-0.692, 0.291, -1.178)
C (0.066, 1.934, -3.146)
O (-1.162, 2.186, -3.051)
C (1.816, 0.117, -3.758)
C (2.259, 0.403, -5.055)
C (3.577, 0.200, -5.388)
C (4.451, -0.295, -4.422)
C (3.940, -0.547, -3.171)
N (2.656, -0.347, -2.838)
C (-2.353, 1.052, 0.223)
C (-3.646, 1.384, 0.566)
C (-3.833, 2.110, 1.731)
C (-2.738, 2.440, 2.519)
C (-1.481, 2.012, 2.131)
N (-1.299, 1.339, 0.994)
H (1.559, 0.799, -5.776)
H (3.931, 0.428, -6.385)
H (5.495, -0.477, -4.636)
H (4.584, -0.928, -2.382)
H (-4.449, 1.091, -0.094)
H (-4.828, 2.421, 2.027)
H (-2.850, 3.004, 3.433)
H (-0.598, 2.198, 2.727)
C (-4.966, 0.398, 5.509)
C (-3.611, -0.021, 5.009)
C (-2.447, 0.469, 5.590)
C (-1.196, 0.094, 5.119)
C (-1.111, -0.787, 4.054)
C (-2.259, -1.302, 3.466)
C (-3.499, -0.916, 3.945)
S (0.475, -1.211, 3.403)
O (0.386, -2.547, 2.857)
O (1.458, -0.953, 4.410)
O (0.633, -0.236, 2.253)
H (-4.885, 1.080, 6.354)
H (-5.552, -0.466, 5.827)
H (-5.536, 0.900, 4.723)
H (-2.516, 1.151, 6.430)
H (-0.291, 0.464, 5.583)
H (-2.183, -2.015, 2.655)
H (-4.396, -1.319, 3.488)

Calculated values
Total energy ... -86266.073 eV
HOMO level ... -6.07 eV
HOMO-LUMO gap ... 0.2004 hartree
Energy above the lowest of the compared OMol25 structures with the same formula, charge and spin ... 51.8 kcal per mole

DFT (ωB97M-V with the def2-TZVPD basis set) results for a molecular structure, C22H45Br15O25S7 in a non-equilibrium geometry.

Element x y z (Å)
O (3.013, 0.562, 1.085)
S (1.686, 0.964, 0.630)
O (1.473, 2.217, -0.140)
O (0.978, -0.283, -0.146)
C (1.542, -1.594, -0.014)
C (0.862, -2.606, -0.935)
C (0.534, 0.901, 2.081)
H (1.438, -1.841, 1.043)
H (2.598, -1.666, -0.273)
H (1.364, -3.541, -0.683)
H (0.980, -2.302, -1.975)
H (-0.205, -2.710, -0.738)
H (1.286, 1.102, 2.843)
H (0.136, -0.113, 2.063)
H (-0.135, 1.737, 1.871)
O (-3.642, 5.070, -2.470)
S (-2.851, 4.369, -3.487)
O (-1.604, 4.902, -3.909)
O (-2.629, 2.857, -2.888)
C (-1.381, 2.461, -2.399)
C (-1.555, 1.134, -1.707)
C (-3.850, 3.740, -4.853)
H (-1.120, 3.277, -1.726)
H (-0.646, 2.232, -3.171)
H (-1.410, 0.219, -2.280)
H (-2.504, 1.140, -1.171)
H (-0.926, 1.089, -0.819)
H (-3.208, 3.082, -5.440)
H (-4.408, 4.447, -5.467)
H (-4.582, 3.148, -4.304)
O (0.909, 5.366, 2.120)
S (-0.210, 6.166, 2.711)
O (-0.031, 7.643, 2.900)
O (-1.594, 5.914, 1.841)
C (-2.016, 4.625, 1.352)
C (-3.492, 4.629, 1.494)
C (-0.729, 5.352, 4.302)
H (-1.509, 3.819, 1.883)
H (-1.694, 4.695, 0.313)
H (-3.888, 5.219, 2.320)
H (-3.896, 3.619, 1.551)
H (-3.858, 5.078, 0.570)
H (-1.014, 4.308, 4.172)
H (-1.704, 5.800, 4.492)
H (-0.022, 5.462, 5.124)
C (3.199, 1.479, 5.465)
Br (4.537, 2.017, 6.832)
Br (4.159, 1.172, 3.727)
Br (1.829, 2.862, 5.184)
H (2.657, 0.589, 5.785)
C (-4.297, -2.784, -2.598)
Br (-2.339, -2.606, -2.744)
Br (-5.264, -0.999, -2.703)
Br (-4.609, -3.629, -0.840)
H (-4.629, -3.503, -3.347)
C (4.653, -4.759, 0.596)
Br (4.902, -2.999, 1.454)
Br (5.202, -4.621, -1.357)
Br (2.806, -5.454, 0.757)
H (5.340, -5.310, 1.239)
C (0.632, -3.907, 3.957)
Br (-0.086, -4.084, 2.128)
Br (1.244, -1.948, 4.099)
Br (2.140, -5.235, 4.264)
H (-0.285, -4.053, 4.528)
C (4.676, 2.676, -1.374)
Br (6.189, 1.455, -1.761)
Br (4.321, 3.706, -3.064)
Br (4.951, 3.928, 0.091)
H (3.888, 1.962, -1.134)
C (3.955, -5.608, -5.099)
C (3.343, -6.988, -5.216)
O (2.141, -7.056, -4.547)
S (1.460, -5.557, -4.470)
O (1.453, -5.127, -3.036)
O (0.254, -5.466, -5.272)
O (2.768, -4.844, -5.257)
H (4.686, -5.402, -5.880)
H (4.441, -5.382, -4.150)
H (4.014, -7.718, -4.763)
H (3.148, -7.214, -6.264)
C (-0.765, -6.721, -0.757)
C (-2.203, -6.238, -0.417)
O (-2.496, -6.827, 0.863)
S (-1.541, -8.124, 1.241)
O (-1.943, -9.353, 0.605)
O (-1.245, -8.062, 2.675)
O (-0.270, -7.489, 0.387)
H (-0.040, -5.935, -0.966)
H (-0.726, -7.388, -1.618)
H (-2.885, -6.414, -1.250)
H (-2.289, -5.204, -0.083)
C (-3.566, -0.756, 4.732)
C (-2.056, -0.611, 4.586)
O (-1.658, -0.857, 3.262)
S (-2.972, -0.727, 2.212)
O (-3.268, -2.081, 1.735)
O (-2.777, 0.352, 1.290)
O (-3.924, -0.311, 3.473)
H (-3.913, -0.030, 5.468)
H (-4.004, -1.751, 4.803)
H (-1.432, -1.302, 5.152)
H (-1.755, 0.391, 4.892)
C (2.393, 6.774, -1.420)
C (1.387, 5.612, -1.204)
O (0.128, 6.193, -0.933)
S (0.059, 7.746, -1.454)
O (-0.717, 8.574, -0.470)
O (-0.170, 7.772, -2.917)
O (1.669, 7.945, -1.184)
H (2.736, 6.864, -2.451)
H (3.332, 6.581, -0.900)
H (1.559, 5.109, -0.252)
H (1.383, 4.985, -2.096)

Calculated values
Total energy ... -1201203.415 eV
HOMO level ... -10.15 eV
HOMO-LUMO gap ... 0.3277 hartree